<a>
35
Properties=species:S:1:pos:R:3 method="wB97M-V/def2-TZVPD" homo_lumo_gap_ev=10.30 lumo_ha=-0.0254
C -20.53808 -2.46592 -4.76351
N -21.75523 -1.60106 -4.50751
O -22.55973 -1.87777 -3.61385
O -21.96422 -0.75829 -5.33032
H -20.52040 -2.70427 -5.82699
H -20.59385 -3.40087 -4.20597
H -19.63892 -1.93813 -4.44565
C -16.94258 -0.00061 -5.27706
N -17.40631 1.26545 -4.58061
O -18.45193 1.86173 -4.95808
O -16.62155 1.71284 -3.72403
H -16.20799 0.26803 -6.03622
H -17.70103 -0.48711 -5.89039
H -16.48147 -0.72828 -4.60924
C -16.54243 -4.52828 -2.20285
N -17.07933 -3.14831 -2.64428
O -17.26419 -2.28649 -1.76944
O -17.29724 -2.92783 -3.87003
H -16.88868 -5.37941 -2.78919
H -16.87768 -4.58292 -1.16713
H -15.45584 -4.44236 -2.20663
C -16.83637 -4.92509 -6.35914
N -17.03120 -6.28767 -5.94122
O -16.69215 -6.55166 -4.80160
O -17.53262 -7.06468 -6.74829
H -16.29513 -4.93684 -7.30520
H -16.18778 -4.44313 -5.62760
H -17.81666 -4.45336 -6.29135
C -14.85143 -4.51504 2.74581
N -14.36722 -3.95957 1.51478
O -13.13909 -4.04985 1.34535
O -15.16793 -3.50055 0.71459
H -15.74667 -5.06408 2.45392
H -15.17426 -3.69760 3.39054
H -13.99959 -5.01587 3.20585


<b>
35
Properties=species:S:1:pos:R:3 method="wB97M-V/def2-TZVPD" homo_lumo_gap_ev=10.23 lumo_ha=-0.0144
C 0.51430 0.84219 -0.71882
N 1.11784 -0.51846 -0.73261
O 1.34620 -1.00954 -1.82296
O 1.23028 -1.10536 0.32091
H -0.18397 0.89701 -1.54110
H 1.29794 1.59145 -0.69354
H -0.03067 0.94300 0.21702
C -4.74867 0.99996 -2.44014
N -3.59996 0.17222 -2.83711
O -2.54015 0.38963 -2.29430
O -3.79083 -0.68256 -3.67235
H -5.01948 0.75302 -1.41594
H -5.58414 0.91914 -3.12065
H -4.43830 2.04894 -2.40958
C 3.62743 -3.42117 -0.23074
N 3.86269 -4.80938 0.28308
O 5.01890 -5.08592 0.55927
O 2.91823 -5.55387 0.39902
H 4.38618 -3.31440 -1.00481
H 3.85752 -2.75637 0.59172
H 2.64334 -3.31631 -0.66196
C -2.56823 4.42487 -0.53037
N -1.10708 4.58389 -0.75093
O -0.71965 5.66060 -1.14411
O -0.39940 3.63384 -0.49212
H -2.71269 4.49991 0.54669
H -2.87170 3.44264 -0.87420
H -3.08546 5.22833 -1.03515
C 1.76218 -0.74098 3.76988
N 1.51907 -2.15343 4.13186
O 1.69691 -2.48404 5.28684
O 1.12363 -2.87260 3.23811
H 0.97934 -0.12237 4.19787
H 1.78903 -0.67183 2.68975
H 2.70936 -0.41206 4.19148


Ordering by calculated energy gives the sequence <b>, <a>, with the first entry being the most stable.